69
Properties=species:S:1:pos:R:3 method="wB97M-V/def2-TZVPD" relative_energy_ev=2.591 total_charge=0 e_tot_ha=-1515.7777 orbital_gap_ev=8.14
C 6.16949 4.06400 3.69809
C 5.24432 3.06318 3.04658
C 3.85537 3.22162 3.10303
C 3.02092 2.52245 2.22958
C 3.53158 1.52626 1.38089
O 2.69147 0.84497 0.57093
C 4.92225 1.23503 1.47518
C 5.74110 1.95061 2.35143
H 7.22544 3.82260 3.57395
H 6.06149 5.08358 3.31061
H 6.02303 4.18092 4.77333
H 3.45725 3.95072 3.81991
H 1.95604 2.73491 2.20835
H 5.36703 0.45459 0.86363
H 6.80602 1.71169 2.49421
C -3.61415 -1.97869 -3.48726
N -2.93876 -1.29934 -2.40203
C -3.56216 -1.20912 -1.18810
O -4.67579 -1.64789 -0.88923
C -2.61602 -0.40451 -0.27523
C -2.44034 -1.03575 1.12323
C -3.72745 -1.10741 1.89408
C -4.54535 -0.07871 2.35312
N -5.68630 -0.63801 2.90646
C -5.63112 -2.02478 2.82159
C -6.54870 -3.01928 3.11064
C -6.17951 -4.33436 2.81166
C -4.95698 -4.68108 2.20987
C -4.03372 -3.67677 1.89724
C -4.38291 -2.35585 2.20639
N -1.37281 -0.39299 -1.01459
C -0.26182 0.19567 -0.44345
C 0.96474 0.38914 -0.99683
C 1.94273 1.46708 -0.66449
C 3.18055 1.60571 -1.59109
C 4.15255 2.58732 -1.31411
C 5.34591 2.55863 -2.04168
C 5.45396 1.78287 -3.19296
C 4.40726 0.96177 -3.56044
C 3.36388 0.73879 -2.66258
C -1.51574 -0.89659 -2.40257
C -0.65743 -2.12960 -2.70231
C -1.30652 0.15282 -3.49074
H -4.63125 -2.23632 -3.17761
H -3.61968 -1.36106 -4.38260
H -3.09615 -2.89607 -3.75275
H -3.02324 0.63221 -0.19559
H -1.99101 -2.05320 1.01912
H -1.71959 -0.41305 1.68542
H -4.40189 0.99437 2.27784
H -6.48416 -0.14608 3.27770
H -7.48703 -2.75419 3.57039
H -6.87387 -5.13102 3.03538
H -4.74955 -5.73402 1.96108
H -3.09574 -3.92856 1.39306
H -0.36647 0.47286 0.60140
H 1.25583 -0.21861 -1.84922
H 1.44917 2.47123 -0.43814
H 3.98690 3.37893 -0.55754
H 6.21860 3.07349 -1.66288
H 6.34641 1.79558 -3.78910
H 4.42349 0.35012 -4.45200
H 2.69211 -0.11060 -2.81048
H -0.93718 -2.97010 -2.05116
H -0.77459 -2.42725 -3.75338
H 0.39921 -1.91766 -2.55436
H -2.13660 0.86724 -3.50368
H -0.37193 0.68214 -3.32588
H -1.24261 -0.31657 -4.47929